Entry 1:
C38H55Cl12FN2O5S | ωB97M-V/def2-TZVPD

Structure (SMILES): CCCCOc1c(COC(C)=O)c2c(c([C@H](F)CC)c1CSCC)C(=O)N(c1cccnc1)C2=O.ClCCCl.ClCCCl.ClCCCl.ClCCCl.ClCCCl.ClCCCl
HOMO, eV: -8.75
Max |F|, eV/A: 1.89
Calculated total energy, Ha: -7987.0243
HOMO-LUMO gap, eV: 8.34

```
! RIJCOSX wB97M-V def2-TZVPD def2/J DEFGRID3
* xyz 0 1
C 7.67736 -2.57067 0.89438
C 6.74439 -1.33072 0.92891
C 5.50551 -1.53385 1.84003
C 4.21284 -1.77766 1.05956
O 3.13335 -1.17649 1.79656
C 2.02650 -0.88464 1.04686
C 1.91890 0.39370 0.46659
C 2.94476 1.49552 0.56003
O 3.72444 1.45631 1.75676
C 4.68838 2.43517 1.67620
C 5.93383 2.10192 0.89689
O 4.52962 3.49854 2.17981
C 0.75496 0.64583 -0.22593
C -0.26781 -0.28748 -0.36915
C -0.17304 -1.55813 0.17883
C -1.32961 -2.51598 -0.01690
F -1.58773 -3.22306 1.16694
C -1.15958 -3.51121 -1.17194
C -1.86661 -3.14693 -2.48392
C 1.00155 -1.84619 0.91918
C 1.21501 -3.16305 1.65670
S 1.22508 -4.70059 0.68521
C 2.95335 -5.03393 0.23052
C 2.93232 -6.29524 -0.64141
C -1.37792 0.38420 -1.15035
O -2.27275 -0.06287 -1.78530
N -1.11988 1.79771 -0.94905
C -1.84747 2.36010 0.16153
C -1.48713 2.18429 1.49132
C -2.29295 2.75334 2.46942
C -3.41471 3.45944 2.06911
N -3.77435 3.66122 0.80110
C -2.99313 3.09886 -0.11291
C 0.29603 1.90142 -0.92038
O 0.97282 2.78368 -1.34847
H 8.59536 -2.29672 1.40954
H 7.86094 -2.84015 -0.14329
H 7.19387 -3.39378 1.41478
H 6.36965 -1.10769 -0.07102
H 7.29360 -0.45756 1.26991
H 5.34555 -0.64054 2.44548
H 5.68915 -2.34716 2.54058
H 4.27243 -1.39596 0.03997
H 4.03091 -2.84816 1.07585
H 3.60364 1.48949 -0.31745
H 2.40920 2.44382 0.50855
H 6.07781 2.80869 0.08380
H 5.82158 1.11134 0.46317
H 6.79965 2.13023 1.55327
H -2.22085 -1.91065 -0.19272
H -1.42438 -4.51336 -0.84150
H -0.09889 -3.54290 -1.40782
H -2.94323 -3.18041 -2.35622
H -1.54770 -2.14930 -2.76933
H -1.51960 -3.82194 -3.26235
H 0.39171 -3.28725 2.35591
H 2.10542 -3.12006 2.27272
H 3.52070 -5.17726 1.14886
H 3.36234 -4.20558 -0.34157
H 3.88414 -6.40244 -1.15182
H 2.09530 -6.21130 -1.33272
H 2.73170 -7.15284 -0.00169
H -0.61637 1.60231 1.76196
H -2.02224 2.59047 3.50126
H -4.06684 3.88251 2.84987
H -3.27144 3.22374 -1.15517
Cl -5.80765 7.17747 -0.50926
C -4.27127 6.96002 -1.38056
C -4.47955 6.43747 -2.77898
Cl -5.07963 4.75706 -2.79725
H -3.64674 6.29203 -0.79127
H -3.78743 7.93472 -1.42712
H -3.53190 6.44017 -3.31545
H -5.18952 7.04985 -3.32882
Cl 9.50373 0.71661 2.77372
C 8.87623 0.06839 4.31307
C 9.60919 -1.17503 4.74679
Cl 9.27203 -2.55650 3.67090
H 7.81220 -0.12076 4.18833
H 9.00337 0.84904 5.06101
H 9.28325 -1.46142 5.74538
H 10.68460 -1.01878 4.76778
Cl -1.22194 0.56379 -6.97677
C -1.48401 1.24122 -5.34771
C -0.24258 1.19026 -4.49771
Cl 0.19967 -0.48614 -4.06729
H -2.29969 0.69144 -4.88315
H -1.79444 2.27634 -5.47960
H -0.42411 1.72627 -3.56721
H 0.60982 1.64484 -4.99562
Cl -6.14186 3.63647 2.77906
C -7.92560 3.57614 2.73865
C -8.46567 4.02347 1.40668
Cl -8.19019 5.75853 1.12548
H -8.30184 4.19223 3.55169
H -8.21719 2.54350 2.92559
H -9.54129 3.85709 1.37178
H -8.00562 3.47702 0.58669
Cl -4.09225 -3.00872 -4.78654
C -4.85987 -1.46804 -5.24479
C -5.25670 -0.67600 -4.02674
Cl -6.59773 -1.45015 -3.13820
H -5.71581 -1.68622 -5.87852
H -4.13113 -0.91035 -5.83319
H -5.60329 0.31459 -4.31888
H -4.41936 -0.55830 -3.34108
Cl -5.75436 -2.46852 3.80896
C -5.97299 -2.86296 2.08339
C -4.86216 -2.31181 1.22884
Cl -4.90365 -0.53042 1.14024
H -6.94176 -2.47977 1.77291
H -5.98897 -3.94874 2.00540
H -4.96722 -2.68194 0.20877
H -3.88658 -2.60759 1.60300
*
```

---

Entry 2:
C38H55ClOP4W | ωB97M-V/def2-TZVPD

<S²>: 2.038
Energy above the lowest of the compared OMol25 structures with the same formula, charge and spin, kcal/mol: 0.0
HOMO (alpha / beta), eV: -12.04 / -12.21
Max |F|, eV/A: 6.70
Calculated total energy, Ha: -3448.2355
HOMO-LUMO gap (alpha / beta), eV: 7.05 / 5.35

```
! RIJCOSX wB97M-V def2-TZVPD def2/J DEFGRID3
* xyz 2 3
P 1.44334 1.11689 -3.74761
C 3.07919 1.50618 -3.34288
C 3.89827 0.82882 -4.28337
H 3.45923 0.01040 -4.85280
C 5.19446 1.27173 -4.46609
H 5.80038 0.78330 -5.21982
C 5.68568 2.32838 -3.68841
H 6.70895 2.66640 -3.85949
C 4.89402 2.94859 -2.71108
H 5.30789 3.75755 -2.11375
C 3.57615 2.53965 -2.51253
H 2.93749 2.99371 -1.75413
C 1.00796 -0.57341 -3.86684
C 1.73054 -1.66661 -3.33147
H 2.53204 -1.50405 -2.61112
C 1.40304 -2.94899 -3.76246
H 1.94789 -3.80732 -3.37490
C 0.39954 -3.13470 -4.72016
H 0.17430 -4.13882 -5.09414
C -0.31920 -2.04936 -5.23236
H -1.08354 -2.17983 -5.98982
C -0.05469 -0.76882 -4.78114
H -0.58999 0.10493 -5.15457
C 0.24934 2.37514 -3.82904
C 0.61109 2.99125 -5.05338
H 1.52037 2.64561 -5.54793
C -0.20937 3.98047 -5.55837
H 0.06366 4.42139 -6.50646
C -1.34321 4.37544 -4.83851
H -1.97246 5.16072 -5.26414
C -1.67173 3.79405 -3.60832
H -2.54948 4.13130 -3.06387
C -0.87688 2.77619 -3.07842
H -1.09797 2.33007 -2.10901
W 0.13297 0.03919 1.60046
C -1.47482 -1.15778 1.16434
C -1.84766 -1.43529 -0.12342
H -1.98762 -1.54484 2.05290
C -1.03172 -0.75509 -1.25980
O -2.03311 -0.11085 -2.09420
H -1.57173 0.40079 -2.78904
C -0.05491 0.09579 -0.63771
H -0.61150 -1.57793 -1.86105
C 0.78582 0.84451 0.06282
Cl 2.12581 1.57128 2.26876
P -1.36601 2.06432 2.07350
P 1.67222 -1.87863 1.87326
C -0.82341 3.03188 3.50400
H 0.07222 3.60662 3.23872
H -0.58038 2.34778 4.32608
H -1.64375 3.70355 3.79643
C -1.51897 3.24687 0.71204
H -2.14187 2.81982 -0.08323
H -0.52915 3.48733 0.31039
H -1.99475 4.16005 1.10143
C -3.05974 1.53971 2.45846
H -3.05748 0.84712 3.30906
H -3.49070 1.03640 1.58383
H -3.64830 2.43435 2.70662
C 2.44409 -2.02363 3.50035
H 1.68725 -2.29646 4.24571
H 2.89332 -1.06379 3.78413
H 3.22082 -2.80066 3.44437
C 0.85531 -3.47256 1.58348
H 0.44731 -3.50333 0.56505
H 0.03321 -3.60078 2.29831
H 1.59079 -4.27912 1.71374
C 3.05419 -1.83250 0.70382
H 3.53005 -0.84654 0.72543
H 2.69817 -2.04989 -0.31103
H 3.77845 -2.60386 1.01219
P -3.24716 -2.53086 -0.58932
C -3.78781 -3.46573 0.84772
C -2.63930 -3.62931 -1.88071
H -4.10503 -2.77477 1.64050
H -2.96650 -4.09736 1.21376
H -4.63452 -4.10293 0.55522
H -2.28330 -3.04364 -2.73442
H -3.44569 -4.29628 -2.20880
H -1.81072 -4.22888 -1.48854
C -4.57989 -1.51445 -1.23423
H -4.93394 -0.84638 -0.44255
H -5.40313 -2.15038 -1.58113
H -4.17894 -0.91225 -2.05517
H 1.49933 1.41562 -0.49221
C 1.13786 -0.80229 6.69074
C -0.14407 -0.09169 6.30280
C -1.38211 -0.82782 6.77232
C -0.12316 1.35684 6.74793
C -0.19058 -0.06742 4.87288
C -0.15390 -0.08334 3.65562
H 1.18700 -0.75655 7.77111
H 2.01672 -0.30246 6.27052
H 1.13061 -1.84969 6.37815
H -1.32974 -0.83756 7.85271
H -2.29660 -0.31524 6.46294
H -1.40138 -1.85712 6.40433
H 0.73871 1.89077 6.33477
H -1.04462 1.87678 6.47467
H -0.03893 1.33441 7.82658
*
```

---

Entry 3:
C38H55HfNO2P2 | ωB97M-V/def2-TZVPD

Energy above the lowest of the compared OMol25 structures with the same formula, charge and spin, kcal/mol: 175.3
HOMO, eV: -12.00
Max |F|, eV/A: 10.26
Calculated total energy, Ha: -2416.1633
HOMO-LUMO gap, eV: 3.76

```
! RIJCOSX wB97M-V def2-TZVPD def2/J DEFGRID3
* xyz 2 1
Hf 0.00000 0.00000 0.00000
C 1.49487 1.59495 -0.26865
C 0.19614 2.16570 0.02795
C 0.84742 0.85770 1.84905
C 1.89132 0.77601 0.83205
C -0.17499 1.72527 1.35798
C 2.31203 1.88672 -1.49105
H 1.67671 2.16705 -2.33600
H 2.91039 1.02052 -1.78624
H 2.99985 2.72249 -1.30434
C 3.16340 -0.00017 0.97463
H 3.66732 -0.11122 0.01051
H 2.95856 -1.00270 1.36266
H 3.85649 0.50241 1.66315
C 0.89812 0.17657 3.18116
H 1.45807 0.77824 3.91010
H 1.38509 -0.79976 3.09364
H -0.10736 0.01477 3.57938
C -1.38868 2.17533 2.11403
H -1.14721 3.03397 2.75512
H -1.77738 1.37862 2.75423
H -2.18674 2.48737 1.43448
C -0.51753 3.20117 -0.78832
H -0.24871 4.21806 -0.46795
H -1.60281 3.10061 -0.69370
H -0.26580 3.11105 -1.84907
C -2.96857 -2.90068 -5.97039
C -2.79083 -1.63531 -6.36858
C -3.80199 -0.58028 -6.73411
C -5.25843 -0.80268 -6.27009
C -5.39064 -0.91802 -4.77048
C -5.22804 -1.99626 -3.99464
C -4.87764 -3.41437 -4.36233
C -4.25988 -3.65346 -5.75774
H -3.79535 -0.44135 -7.82667
H -5.68440 -1.67021 -6.77714
H -3.44837 0.37395 -6.31895
H -4.99043 -3.42209 -6.53502
H -2.06621 -3.46655 -5.73742
H -1.75798 -1.29348 -6.44663
H -4.05405 -4.72669 -5.84654
H -4.17516 -3.78822 -3.60429
H -5.36546 -1.84605 -2.92305
H -5.77622 -4.04305 -4.26004
H -5.84543 0.06089 -6.60451
H -5.62241 0.01667 -4.25910
P -0.25775 -0.85522 -2.09406
C 0.90185 -2.07642 -2.82908
C -0.62797 0.22175 -3.54208
P -2.14950 -0.70647 -0.25134
C -1.85210 -1.74797 -1.76036
C -3.49689 0.44788 -0.74684
C -3.00719 -1.76927 0.97796
H 1.27728 -2.70117 -2.01464
H 1.74340 -1.53969 -3.27883
H 0.41578 -2.69249 -3.59325
H -1.17958 -0.32352 -4.31580
H 0.31155 0.58645 -3.96849
H -1.21361 1.08535 -3.21702
H -3.84943 -2.31033 0.53335
H -3.37310 -1.14024 1.79610
H -2.26850 -2.46973 1.37564
H -1.60323 -2.75967 -1.42310
H -2.61730 -1.78257 -2.54334
H -3.91669 0.91587 0.14888
H -4.29730 -0.07638 -1.28041
H -3.08892 1.23596 -1.38471
C 1.34778 1.47021 7.78939
C 2.22607 1.58467 6.56520
C 2.43340 2.87282 6.05092
C 3.18892 3.06445 4.90817
C 3.72226 1.96962 4.23428
C 3.52004 0.63699 4.67727
N 3.89041 -0.39844 3.72867
C 3.80085 -1.83953 3.72847
C 4.90837 -2.33509 4.45595
C 5.19782 -3.66781 4.54482
C 4.38973 -4.57360 3.91181
C 3.27617 -4.16802 3.17220
C 2.87187 -2.79660 2.98745
C 1.53013 -2.75686 2.02592
O 0.93352 -3.92700 1.84304
O 0.97826 -1.75760 1.29338
C 2.78590 0.44044 5.89673
C 2.55623 -0.94481 6.42527
H 0.46116 0.84312 7.55296
H 1.91333 1.03059 8.63377
H 0.95719 2.46002 8.11942
H 1.99347 3.74413 6.52885
H 3.32076 4.06723 4.51606
H 4.24113 2.17108 3.30508
H 4.79126 -0.10013 3.31223
H 5.58642 -1.64516 4.95046
H 6.07239 -3.98565 5.10249
H 4.64284 -5.62433 3.97879
H 2.75361 -4.98223 2.70955
H 2.01007 -1.55229 5.67927
H 3.54189 -1.39869 6.65387
H 1.97227 -0.96405 7.36429
*
```